47
Properties=species:S:1:pos:R:3:forces:R:3 method="wB97M-V/def2-TZVPD" orbital_gap_ev="3.63 / 7.88" lumo_energy_ha="0.0806 / 0.0804" s_squared=3.7529 fmax_ev_per_a=8.3 total_charge=-1 spin_multiplicity=4
Ti -0.2229 -1.5632 0.5357 -0.66 -0.01 -0.55
C -1.9969 -3.0136 -1.3567 0.66 -1.11 3.41
O -1.0250 -1.9978 -1.6952 -0.72 0.06 1.55
O -1.7700 -3.2814 0.0207 -0.65 1.41 -3.07
C -3.4935 -2.6002 -1.7502 1.16 -0.17 -0.07
F -4.0618 -3.4389 -2.6545 0.50 -0.62 -0.35
F -4.3122 -2.5656 -0.7574 -1.07 -0.35 2.18
F -3.5844 -1.4022 -2.3032 0.53 1.68 -1.05
C -0.4429 -2.0479 -2.9092 1.96 1.84 -3.39
C 0.6273 -0.9315 -3.0567 0.07 0.21 1.03
H 1.4880 -1.1051 -2.4109 -0.14 -0.26 0.45
H 1.1108 -0.8433 -4.0297 -0.63 -0.15 -0.41
H 0.2272 0.0287 -2.7312 -0.01 0.05 -0.26
H -1.1599 -1.8313 -3.7011 -0.45 -0.23 -0.20
H 0.1394 -2.9028 -3.2527 -0.51 -1.10 0.80
H -1.8179 -3.8800 -1.9935 0.29 -0.31 -0.22
N -0.8682 -1.2247 2.7654 2.44 -1.97 1.33
S -1.0744 0.0919 3.5711 -5.17 6.41 0.80
O -0.0763 1.1281 3.4124 -0.10 -0.88 0.49
O -1.9318 0.0977 4.7657 2.51 -1.13 -0.78
F -2.2399 0.7133 2.6140 0.54 -0.60 -0.68
S 0.3653 -1.7902 3.7873 2.55 -1.97 1.77
O 0.0333 -2.5478 4.9914 -0.50 1.13 -2.00
O 1.5480 -0.9343 3.9559 -1.72 -1.21 -0.91
F 0.8355 -2.9391 2.7758 -0.14 0.28 0.01
C 5.1716 0.8749 1.9331 -1.23 1.22 0.65
C 4.3029 2.2063 2.0331 -0.70 -1.15 -0.37
C 2.7934 1.8892 2.3358 0.37 0.16 0.26
C 2.1776 0.9357 1.4544 -0.09 -0.60 -0.81
N 1.7267 0.0937 0.8181 -0.64 -0.32 -0.04
H 6.2091 1.1833 1.8040 0.07 -0.48 0.40
H 4.9037 0.1333 1.1806 -0.25 0.71 -0.67
H 4.9070 0.3007 2.8210 0.87 0.14 0.51
H 4.4422 2.8135 1.1386 -0.39 -0.18 -0.30
H 4.6103 2.8902 2.8242 0.41 -0.46 0.31
H 2.1136 2.7349 2.4393 0.28 0.34 -0.32
H 2.6355 1.3812 3.2872 0.51 -0.02 0.43
C -3.1563 2.5270 -2.4947 -2.73 0.56 1.09
C -1.8278 2.6737 -3.0428 1.66 1.75 -3.11
O -0.9478 2.0231 -2.1565 1.41 0.78 -2.34
C -1.6039 1.6203 -1.1342 0.19 -2.38 5.93
O -1.0608 1.0308 -0.1618 -2.50 1.88 -3.61
O -2.9139 2.0404 -1.2269 1.75 -2.68 2.70
H -3.8627 1.8724 -3.0053 0.10 0.04 -0.23
H -3.6222 3.4519 -2.1547 -0.38 0.49 -1.49
H -1.6211 3.7314 -3.2063 0.66 0.29 0.97
H -1.6743 2.3735 -4.0793 -0.12 -1.09 0.18



63
Properties=species:S:1:pos:R:3:forces:R:3 method="wB97M-V/def2-TZVPD" orbital_gap_ev="5.30 / 4.95" lumo_energy_ha="-0.3161 / -0.3289" s_squared=0.7546 fmax_ev_per_a=3.5 total_charge=+2 spin_multiplicity=2
C -1.8441 -1.5180 0.6850 0.12 -0.83 -0.19
N -1.0707 -1.7362 -0.3847 -0.20 -1.83 0.04
N -1.0583 -3.1197 -0.5935 -0.02 1.84 -0.53
C -1.8186 -3.7165 0.3381 0.70 -0.15 -0.96
C -2.3175 -2.7480 1.1782 -0.60 1.03 0.94
B -0.2414 -3.7145 -1.7839 0.49 -0.90 0.11
N -0.5497 -3.0258 -3.1402 -0.69 1.56 0.50
N -0.6172 -1.6409 -3.2208 0.32 -0.98 -0.67
C -0.8810 -1.3237 -4.5078 -0.11 -1.43 0.20
C -1.0561 -2.5213 -5.2338 0.15 0.74 0.15
C -0.8421 -3.5560 -4.3380 0.10 0.55 0.56
Cu -0.0794 -0.6758 -1.6069 -0.95 -2.79 1.14
N 1.2750 -3.6425 -1.4856 0.09 0.87 -0.04
N 1.9126 -2.4289 -1.3164 0.61 -0.71 0.33
C 3.2078 -2.7401 -1.0168 -1.46 -1.49 -0.35
C 3.3808 -4.1526 -1.0165 -0.69 0.78 -0.17
C 2.1308 -4.6741 -1.3323 0.36 0.83 0.26
H 3.9734 -2.0180 -0.8027 -0.11 0.36 -0.07
H 1.7847 -5.6908 -1.4504 0.09 0.10 0.05
H 4.2736 -4.7091 -0.8087 0.15 0.00 -0.02
H -0.5623 -4.8585 -1.8784 0.03 -0.12 -0.03
H -0.8885 -4.6327 -4.4398 0.04 0.20 -0.12
H -1.9221 -4.8040 0.2746 -0.06 0.58 0.32
H -1.3068 -2.6077 -6.2753 0.01 0.01 -0.04
H -2.9467 -2.8759 2.0646 0.33 -0.04 -0.57
H -0.9377 -0.3069 -4.8691 -0.09 -0.06 0.16
H -1.9626 -0.5047 1.0468 -0.18 -0.65 -0.40
H 1.4920 -0.2788 -2.1622 0.88 0.30 -0.57
C 1.0939 0.6900 -2.5649 0.30 -0.45 -0.42
H 1.0610 0.6011 -3.6372 0.25 0.14 -0.30
H 0.0616 0.9139 -2.2497 -0.19 1.03 -0.37
H 1.7350 1.4490 -2.1745 0.20 0.42 -0.26
C 1.0310 4.3514 3.7834 -0.14 -0.36 0.25
C 0.1604 3.1694 3.5268 -0.45 0.13 1.38
C -1.1977 3.1283 3.9052 0.56 -0.83 -0.99
C -2.0608 2.0702 3.5362 1.30 0.15 0.53
C -3.4794 2.1390 3.9439 -0.23 -0.42 0.04
C -1.5449 1.0307 2.7712 0.04 0.14 -0.58
C -0.2202 1.2162 2.2695 -1.37 0.22 0.31
C 0.6853 2.1037 2.8698 0.18 0.24 -2.04
N 0.1522 0.8739 0.9989 0.95 1.11 -2.58
C 0.9395 1.6186 0.1839 1.67 2.54 1.78
C -1.0150 2.2907 -0.2418 -2.41 -1.47 1.00
C 2.3665 1.3124 0.3426 0.68 -2.64 -0.95
C 1.2006 3.1756 -0.5558 -0.23 0.07 0.48
H 0.4265 5.0693 4.3061 0.17 0.69 0.22
H 1.8812 4.0451 4.3888 0.11 0.23 0.09
H 1.3963 4.7574 2.8386 -0.01 0.14 0.13
H -1.5798 3.9448 4.4668 -0.42 0.62 0.34
H -3.5416 2.2368 5.0206 -0.20 -0.04 0.23
H -3.9291 3.0225 3.5038 -0.25 0.08 -0.06
H -4.0103 1.2436 3.6199 -0.17 0.16 0.11
H -2.1833 0.1813 2.4670 0.43 1.03 0.37
H 1.7026 2.0978 2.4358 -0.72 0.29 0.81
H -1.0270 3.1199 0.4628 0.27 -0.21 -0.13
H -1.0041 2.5368 -1.2982 0.23 -0.25 0.20
H -1.6872 1.4886 0.0417 -0.45 0.34 -0.28
H 2.4894 0.4918 1.0274 0.19 -0.62 0.21
H 2.8180 1.0686 -0.6059 0.80 0.01 -0.09
H 2.8526 2.1873 0.7611 -0.03 0.21 -0.08
H 1.0258 3.9331 0.2131 -0.07 -0.06 -0.05
H 0.6078 3.4217 -1.4489 0.29 -0.23 0.56
H 2.2653 3.2414 -0.8317 -0.55 -0.20 0.14



15
Properties=species:S:1:pos:R:3:forces:R:3 method="wB97M-V/def2-TZVPD" orbital_gap_ev=10.03 lumo_energy_ha=0.0260 e_above_lowest_kcal_mol=10.0 fmax_ev_per_a=4.2 smiles=CNB1OCCO1 total_charge=0
C 2.5734 0.1940 -0.0522 -3.56 -1.27 -1.89
N 1.4463 -0.6767 0.3123 1.21 -2.10 -0.84
B 0.1155 -0.3389 0.0989 1.13 -0.23 0.66
O -0.8779 -1.2792 -0.0171 1.52 -0.73 0.81
C -2.0434 -0.5772 0.0875 -1.99 1.85 -3.06
C -1.6474 0.9465 -0.0240 -1.97 -0.02 3.43
O -0.2765 0.9670 0.1404 1.09 0.15 -1.07
H 2.4619 1.0983 0.4024 0.30 2.37 1.63
H 3.3970 -0.3604 0.0965 3.33 -1.20 1.06
H 2.5143 0.3658 -1.1074 0.18 0.39 -0.91
H 1.6648 -1.6587 0.0251 -0.42 1.23 0.69
H -2.7511 -0.8578 0.8545 0.34 -0.05 0.66
H -2.5268 -0.7257 -0.8703 -0.95 -0.51 -0.12
H -2.0531 1.4949 -0.8710 0.31 -0.19 -0.26
H -1.9969 1.4081 0.9245 -0.53 0.30 -0.79



10
Properties=species:S:1:pos:R:3:forces:R:3 method="wB97M-V/def2-TZVPD" orbital_gap_ev=9.21 lumo_energy_ha=0.0274 e_above_lowest_kcal_mol=28.9 fmax_ev_per_a=2.6 smiles="CN(S)C=S" total_charge=0
C -1.0409 0.7676 -0.4166 -0.28 -0.66 1.22
N 0.2100 0.1148 0.0192 -1.94 0.12 -0.17
S 1.5588 1.0105 -0.3160 0.31 2.28 -0.70
C 0.2524 -1.0941 0.5596 0.22 -0.88 0.11
S 1.5937 -1.9840 1.0058 -0.69 0.70 -0.25
H -1.8462 0.0405 -0.2270 0.17 0.39 -0.26
H -0.9870 1.0302 -1.4650 0.03 0.00 -0.18
H -1.2405 1.6643 0.2004 0.20 -0.36 -0.36
H 2.2427 -0.0212 0.0017 1.95 -1.59 0.50
H -0.7432 -1.5286 0.6378 0.03 0.00 0.12



12
Properties=species:S:1:pos:R:3:forces:R:3 method="wB97M-V/def2-TZVPD" orbital_gap_ev=10.55 lumo_energy_ha=0.0217 e_above_lowest_kcal_mol=18.0 fmax_ev_per_a=0.5 smiles="CC(=O)CC=O" total_charge=0
C 1.4551 0.2211 -0.7704 0.03 0.08 -0.07
C 0.4032 0.7043 0.1972 0.00 0.18 -0.01
O 0.2051 1.8726 0.4375 0.12 -0.36 -0.02
C -0.4963 -0.3743 0.8109 0.01 -0.04 0.07
C -1.6817 -0.4417 -0.1345 -0.02 -0.15 -0.32
O -1.6754 -1.0799 -1.1587 -0.02 0.18 0.47
H 1.0749 -0.6124 -1.3692 0.02 0.12 0.09
H 2.3280 -0.1405 -0.2131 -0.16 0.03 -0.01
H 1.7660 1.0447 -1.4147 -0.01 -0.09 0.09
H -0.0007 -1.3494 0.8404 -0.05 0.18 -0.03
H -0.8143 -0.0545 1.8073 0.06 -0.04 -0.19
H -2.5410 0.1997 0.1401 0.03 -0.08 -0.07



62
Properties=species:S:1:pos:R:3:forces:R:3 method="wB97M-V/def2-TZVPD" orbital_gap_ev=7.06 lumo_energy_ha=0.0813 e_above_lowest_kcal_mol=1.5 fmax_ev_per_a=0.5 total_charge=-1
Li 0.6660 0.6560 -0.0663 0.11 -0.53 0.04
C 1.4736 1.0367 2.9197 -0.01 -0.04 -0.02
O 0.9959 0.3273 1.7932 0.01 0.12 0.02
Si 0.6784 -1.3557 1.7126 -0.03 0.08 0.05
C 2.3349 -2.1756 2.0822 0.04 -0.04 0.00
C -0.3694 -1.7622 3.2273 0.00 -0.06 0.05
C -0.0058 -1.5488 0.0709 0.03 0.13 0.07
Si -1.7344 -1.0109 -0.1869 0.03 0.07 -0.07
C -2.0092 -0.2674 -1.9027 -0.03 -0.02 -0.06
C -2.2667 0.3906 0.9705 -0.06 -0.02 0.08
C -3.0500 -2.3482 0.0603 -0.05 -0.03 0.00
Si 0.4858 -3.0504 -0.8330 -0.02 -0.03 -0.02
C -0.0014 -4.6394 0.0838 0.02 -0.07 0.01
C -0.3065 -3.2242 -2.5421 0.00 -0.02 -0.04
C 2.3333 -3.2512 -1.1890 0.06 0.01 0.01
H 0.9598 0.7227 3.8329 -0.02 -0.01 -0.01
H 1.2960 2.1014 2.7670 0.00 -0.01 -0.02
H 2.5483 0.8767 3.0567 -0.01 -0.02 -0.02
H 2.6780 -1.8649 3.0750 0.00 -0.01 -0.03
H 3.1014 -1.9031 1.3525 -0.04 -0.01 0.05
H 2.2554 -3.2674 2.0919 0.00 0.06 -0.01
H 0.1832 -1.6008 4.1589 -0.03 0.00 -0.02
H -0.6342 -2.8249 3.1856 0.01 0.05 0.01
H -1.2985 -1.1919 3.2778 0.04 -0.02 -0.02
H -1.4600 0.6753 -2.0074 0.00 -0.03 0.01
H -3.0691 -0.0325 -2.0486 0.03 0.00 0.00
H -1.6928 -0.9305 -2.7107 -0.03 0.05 0.05
H -1.5525 1.2132 1.0647 0.02 -0.01 -0.02
H -2.4828 0.0337 1.9814 0.02 0.04 -0.05
H -3.1879 0.8248 0.5716 -0.01 0.01 0.02
H -2.9505 -3.1719 -0.6530 0.01 0.04 0.03
H -4.0525 -1.9221 -0.0553 0.03 -0.04 0.00
H -2.9751 -2.7715 1.0674 0.00 0.02 -0.04
H -1.0825 -4.6777 0.2493 0.04 0.01 -0.01
H 0.4819 -4.6922 1.0661 -0.03 0.01 -0.05
H 0.2904 -5.5336 -0.4787 -0.02 0.02 0.03
H -1.3998 -3.2285 -2.5195 0.06 0.00 0.01
H 0.0233 -4.1731 -2.9791 -0.03 0.03 0.00
H 0.0137 -2.4197 -3.2106 -0.01 -0.03 0.02
H 2.9343 -3.3842 -0.2854 -0.06 0.01 -0.09
H 2.7194 -2.3801 -1.7248 0.00 -0.05 0.01
H 2.4845 -4.1319 -1.8235 -0.01 0.03 0.03
Br 2.0080 0.2192 -3.3908 0.02 -0.03 0.01
C 3.6274 0.7738 -2.5127 -0.10 0.05 0.03
Br 3.6643 0.3244 -0.6394 0.05 0.00 0.01
H 3.6968 1.8496 -2.5923 -0.02 0.05 0.02
H 4.4581 0.2743 -2.9892 0.04 -0.03 -0.02
F 0.9421 4.8301 -2.6896 -0.04 -0.01 -0.15
C 1.3847 4.7578 -1.4404 0.02 -0.06 0.04
F 1.3908 5.9680 -0.9064 0.05 0.05 0.03
F 2.6522 4.3122 -1.4730 0.01 0.00 0.02
S 0.3689 3.5671 -0.4365 0.04 0.19 0.04
O 0.9245 2.2936 -0.8612 -0.09 0.10 -0.04
O 0.6009 3.9565 0.9231 0.00 -0.02 0.00
N -1.1003 3.6174 -0.9460 -0.09 0.03 0.00
S -2.0781 4.8665 -0.8490 0.04 0.01 0.02
O -3.2545 4.5792 -1.6063 0.02 -0.04 -0.01
O -1.4100 6.1254 -1.0078 -0.01 0.05 -0.01
C -2.6822 4.8816 0.9029 0.06 0.00 -0.07
F -3.7678 5.6612 0.9776 0.02 0.01 -0.01
F -1.7663 5.3635 1.7370 0.01 0.04 0.03
F -3.0152 3.6564 1.2973 -0.07 -0.11 0.06